Computed, not measured: 8 unconnected molecules or ions with the total composition C27H73BNO23PS7, with wB97M-V/def2-TZVPD.

**HOMO level**: -8.4 eV
**Orbital gap**: 0.32180 hartree
**Multiplicity**: 1
**F_max**: 0.35 eV/A

Last column: Mulliken charge in e.
Positions of all 133 atoms, in Å:
S (-1.351, 2.777, -1.054)  1.015
S (-0.675, -0.809, -4.671)  1.011
S (6.706, 2.907, 1.595)  1.263
S (4.303, 4.219, -6.398)  1.249
S (-3.548, -3.380, 1.074)  1.363
S (1.099, 1.128, 4.636)  0.944
S (-0.011, 2.297, 9.984)  1.239
P (-7.072, -7.218, -4.553)  -0.008
O (-1.306, -1.597, -5.689)  -0.655
O (0.125, 0.647, 3.702)  -0.452
O (4.271, 3.850, -4.861)  -0.244
O (-0.451, 2.727, 0.063)  -0.490
O (4.814, 3.121, -7.160)  -0.615
O (0.151, -5.671, -3.508)  -0.185
O (2.483, 0.845, 4.376)  -0.544
O (0.938, 2.689, 4.845)  -0.235
O (-5.881, -7.970, -3.617)  -0.468
O (0.119, 0.380, -5.336)  -0.122
O (-2.556, 3.746, -0.699)  -0.311
O (-4.429, -3.530, 2.192)  -0.703
O (-0.824, 3.116, -2.342)  -0.475
O (-0.148, 1.066, 9.257)  -0.646
O (6.937, 1.968, 2.844)  -0.268
O (-3.991, -2.599, -0.045)  -0.614
O (3.037, 4.778, -6.774)  -0.657
O (1.283, 2.644, 10.485)  -0.622
O (6.543, 2.128, 0.405)  -0.611
O (5.700, 3.878, 1.917)  -0.649
O (-1.079, 2.326, 11.148)  -0.292
O (-1.489, -0.300, -3.606)  -0.483
O (-2.139, -2.839, 1.552)  -0.352
N (-6.541, -7.426, -6.159)  -0.547
C (0.696, -1.680, -4.000)  -1.027
C (3.114, 3.100, -4.383)  -0.463
C (-2.662, -5.153, -3.208)  -0.290
C (-2.549, -0.978, 3.126)  -1.038
C (-0.066, 1.105, 13.034)  -0.958
C (-1.793, 6.017, -1.277)  -0.984
C (1.657, 3.574, 3.925)  -0.079
C (1.036, -6.730, -3.232)  -0.854
C (-1.888, -4.979, -4.524)  0.203
C (5.197, 0.211, 2.735)  -0.920
C (-1.527, 2.184, -5.687)  -0.858
C (-3.008, -4.961, 0.534)  -0.885
C (-0.650, 3.630, 9.035)  -0.922
C (-0.699, -5.912, -4.619)  -1.026
C (8.292, 3.666, 1.575)  -0.968
C (-0.578, 1.200, -6.326)  -0.480
C (-2.214, 5.063, -0.184)  -0.025
C (0.656, 0.621, 6.254)  -1.078
C (-4.218, -5.157, -3.230)  -0.544
C (-4.912, -4.968, -4.603)  -0.304
C (5.523, 5.481, -6.310)  -0.948
C (5.746, 1.402, 3.477)  -0.025
C (3.193, 1.637, -4.745)  -0.633
C (-2.018, -1.406, 1.778)  -0.158
C (-2.234, 1.268, -1.100)  -0.925
C (1.048, 3.565, 2.548)  -0.812
C (-1.170, 1.148, 12.005)  -0.341
B (-6.415, -5.357, -4.486)  0.380
H (-2.320, -6.074, -2.727)  0.398
H (-1.016, -6.965, -4.621)  0.449
H (-0.346, 0.982, 6.472)  0.345
H (-1.511, 0.511, -1.392)  0.290
H (1.554, -6.486, -2.306)  0.232
H (-2.375, 1.680, -5.228)  0.260
H (1.376, 1.017, 6.964)  0.315
H (8.303, 4.325, 0.710)  0.372
H (-2.089, -1.566, 3.920)  0.269
H (-0.843, 5.723, -1.720)  0.234
H (-3.034, 1.306, -1.833)  0.411
H (6.093, 1.139, 4.473)  0.274
H (-2.311, -4.828, -0.289)  0.135
H (1.242, -1.014, -3.336)  0.380
H (-2.288, 0.070, 3.281)  0.349
H (-1.898, 2.858, -6.462)  0.436
H (-0.266, 0.285, 13.726)  0.387
H (-2.546, 6.053, -2.064)  0.264
H (0.287, -2.524, -3.446)  0.382
H (1.190, 2.607, 2.052)  0.245
H (2.703, 3.268, 3.912)  -0.058
H (-6.693, -8.357, -6.526)  0.281
H (4.132, 1.202, -4.404)  0.356
H (5.009, 2.200, 3.569)  -0.014
H (0.239, 1.697, -6.844)  0.324
H (0.490, -7.674, -3.106)  0.338
H (1.321, -2.027, -4.818)  0.330
H (1.781, -6.864, -4.026)  0.305
H (-2.610, 1.096, -0.096)  0.302
H (1.587, 4.542, 4.416)  0.284
H (-0.032, 2.036, 13.598)  0.267
H (0.032, 3.762, 8.197)  0.330
H (-1.025, 2.771, -4.919)  0.138
H (8.422, 4.231, 2.494)  0.307
H (-1.687, 7.016, -0.850)  0.410
H (5.964, -0.549, 2.587)  0.326
H (4.796, 0.495, 1.763)  0.248
H (-7.259, -4.525, -4.323)  -0.094
H (-0.024, 3.755, 2.599)  0.174
H (9.044, 2.889, 1.474)  0.329
H (3.134, 3.259, -3.308)  0.283
H (-4.789, -3.928, -4.919)  0.248
H (2.361, 1.122, -4.263)  0.037
H (-4.561, -4.350, -2.579)  0.246
H (-4.404, -5.589, -5.349)  -0.124
H (-4.570, -6.087, -2.779)  0.335
H (-0.948, -1.221, 1.701)  0.292
H (1.513, 4.336, 1.933)  0.481
H (4.386, -0.203, 3.333)  0.338
H (-6.302, -8.546, -2.976)  0.296
H (-1.497, -3.964, -4.592)  -0.476
H (0.906, 0.943, 12.572)  0.291
H (-3.131, 5.385, 0.304)  0.303
H (3.112, 1.484, -5.820)  0.316
H (-2.522, -0.896, 0.958)  0.177
H (6.427, 5.056, -5.884)  0.313
H (0.672, -0.466, 6.261)  0.466
H (2.218, 3.575, -4.785)  0.334
H (-0.144, -5.733, -5.551)  0.405
H (-1.076, 0.526, -7.023)  0.356
H (-3.894, -5.499, 0.205)  0.373
H (-1.175, 0.267, 11.363)  0.324
H (-2.541, -5.469, 1.373)  0.419
H (-1.646, 3.369, 8.688)  0.307
H (-1.441, 4.938, 0.575)  0.000
H (-3.630, -1.095, 3.187)  0.348
H (-0.666, 4.520, 9.658)  0.362
H (-2.512, -5.149, -5.401)  0.514
H (5.140, 6.296, -5.702)  0.306
H (-5.587, -7.140, -6.350)  0.233
H (-2.349, -4.347, -2.542)  0.074
H (-2.151, 1.251, 12.462)  0.266
H (5.697, 5.807, -7.333)  0.372

Computed, not measured: a molecular structure, C14H29OsP2, with wB97M-V/def2-TZVPD.

**HOMO level (spin up / spin down)**: -10.1 / -11.0 eV
**Charge**: +1
**Orbital gap (spin up / spin down)**: 0.27350 / 0.21993 hartree
**Expectation value of S²**: 6.035
**Energy relative to the best compared isomer or geometry (same formula, charge and spin)**: 182.7 kJ/mol
**Multiplicity**: 5
**F_max**: 4.76 eV/A

Last column: natural (NBO) charge in e.
Positions of all 46 atoms, in Å:
Os (1.002, 1.569, -0.819)  0.099
P (0.208, 3.492, -1.553)  0.207
P (-0.123, 0.035, 0.233)  1.051
C (1.221, 0.725, 2.679)  -0.594
C (-2.175, 0.584, 2.040)  -0.618
C (-1.931, 0.107, 0.607)  -0.543
C (0.541, -2.481, -2.740)  -0.351
C (-0.736, -2.378, -3.351)  -0.162
C (-1.134, -1.029, -3.440)  -0.142
C (1.128, 1.354, 1.254)  -0.484
C (-2.756, 0.924, -0.387)  -0.609
C (-0.062, -0.233, -2.908)  -0.365
C (2.569, 1.534, 0.660)  -0.661
C (1.789, -2.025, 0.696)  -0.614
C (-0.356, -2.160, 2.047)  -0.616
C (0.986, -1.138, -2.491)  -0.062
C (0.292, -1.700, 0.731)  -0.557
H (-2.104, -0.650, -3.753)  0.231
H (1.753, -0.229, 2.653)  0.213
H (-3.813, 0.654, -0.257)  0.234
H (-3.253, 0.710, 2.203)  0.236
H (0.573, 2.307, 1.337)  0.267
H (1.920, -0.789, -2.033)  0.210
H (-1.703, 1.556, 2.225)  0.206
H (-2.663, 2.002, -0.206)  0.210
H (-1.447, -2.091, 2.037)  0.217
H (0.053, 0.866, -2.813)  0.208
H (1.063, 4.606, -1.784)  0.041
H (-0.799, 4.076, -0.721)  0.022
H (-0.190, -2.259, -0.091)  0.260
H (-2.479, 0.710, -1.424)  0.223
H (3.199, 0.694, 0.965)  0.260
H (0.025, -1.604, 2.910)  0.213
H (-1.293, -3.216, -3.759)  0.233
H (2.696, 1.593, -0.507)  0.205
H (-0.511, 3.478, -2.789)  0.014
H (-1.828, -0.127, 2.795)  0.221
H (0.241, 0.599, 3.148)  0.229
H (1.932, -3.059, 1.045)  0.238
H (2.196, -1.970, -0.317)  0.220
H (1.105, -3.379, -2.490)  0.238
H (-0.107, -3.217, 2.206)  0.234
H (1.809, 1.424, 3.285)  0.229
H (3.006, 2.459, 1.047)  0.271
H (-2.239, -0.947, 0.492)  0.241
H (2.393, -1.379, 1.341)  0.199